1.
The following is a DFT calculation (ωB97M-V with the def2-TZVPD basis set) of a cluster of 9 separate species, C42H48O12S3 in total at a distorted geometry.

- SMILES = O=S1(=O)OCCO1.O=S1(=O)OCCO1.O=S1(=O)OCCO1.c1ccccc1.c1ccccc1.c1ccccc1.c1ccccc1.c1ccccc1.c1ccccc1
- orbital gap (eV) = 9.5
- energy relative to the best compared isomer or geometry (same formula, charge and spin) (kJ/mol) = 0.00
- LUMO level (eV) = 0.5

Element x y z (Å)
1 O -0.7816 2.6569 4.6055
2 S -1.8673 3.4170 5.1194
3 O -1.6965 4.7858 5.3821
4 O -3.1782 3.1861 4.2832
5 C -3.7544 1.9201 4.6386
6 C -3.3312 1.6603 6.1036
7 O -2.3947 2.6680 6.4327
8 H -4.8236 1.9522 4.4370
9 H -3.4173 1.1757 3.9100
10 H -2.8369 0.6904 6.1606
11 H -4.2251 1.6568 6.7214
12 O 1.2175 -4.7143 0.3475
13 S 1.7294 -3.9376 -0.6949
14 O 1.0408 -2.8168 -1.1941
15 O 3.2209 -3.5225 -0.4746
16 C 4.2006 -4.3096 -1.1850
17 C 3.3892 -5.3704 -1.9484
18 O 2.0378 -4.9144 -1.9324
19 H 4.6068 -3.5842 -1.8847
20 H 4.8862 -4.6761 -0.4281
21 H 3.4589 -6.3469 -1.4659
22 H 3.6869 -5.4482 -2.9900
23 O 3.2734 -1.2550 -5.5637
24 S 4.3264 -1.8139 -4.7973
25 O 4.8492 -3.0956 -5.0655
26 O 5.5125 -0.7504 -4.7280
27 C 5.1535 0.2819 -3.8198
28 C 4.4299 -0.4563 -2.6754
29 O 3.9768 -1.6976 -3.2467
30 H 6.0483 0.7512 -3.4220
31 H 4.4949 1.0253 -4.2642
32 H 3.5411 0.0653 -2.3222
33 H 5.0620 -0.6899 -1.8202
34 C -4.0882 3.7629 1.2756
35 C -3.8278 2.4273 1.0160
36 C -4.7895 1.4577 1.2699
37 C -6.0117 1.8236 1.8136
38 C -6.3018 3.1723 1.9887
39 C -5.3500 4.1439 1.7183
40 H -3.3811 4.5466 1.0318
41 H -2.8515 2.1428 0.6490
42 H -4.6555 0.4366 0.9324
43 H -6.8068 1.0939 1.9068
44 H -7.2723 3.5078 2.3369
45 H -5.6101 5.1934 1.7571
46 C 1.0684 3.7855 -3.4839
47 C 2.0123 4.2551 -2.5726
48 C 3.3504 4.2741 -2.9516
49 C 3.7696 3.7308 -4.1545
50 C 2.8219 3.1358 -4.9904
51 C 1.4760 3.1852 -4.6658
52 H 0.0243 3.9591 -3.2520
53 H 1.6544 4.6768 -1.6434
54 H 4.0549 4.7936 -2.3109
55 H 4.7881 3.8892 -4.4843
56 H 3.1446 2.6864 -5.9221
57 H 0.7298 2.7727 -5.3331
58 C 0.3269 1.5035 -0.7354
59 C 0.8558 0.2520 -0.4607
60 C 0.8509 -0.2288 0.8396
61 C 0.1644 0.4876 1.8166
62 C -0.3969 1.7220 1.5511
63 C -0.2789 2.2479 0.2686
64 H 0.4220 1.8963 -1.7386
65 H 1.2620 -0.3199 -1.2859
66 H 1.2685 -1.1915 1.1031
67 H 0.1309 0.0804 2.8218
68 H -0.9165 2.2709 2.3217
69 H -0.7917 3.1679 0.0071
70 C -2.7834 0.6398 -2.1988
71 C -3.7763 1.4434 -2.7430
72 C -3.9070 1.5180 -4.1251
73 C -3.0202 0.8252 -4.9353
74 C -1.9889 0.0675 -4.3853
75 C -1.9223 -0.0794 -3.0101
76 H -2.7263 0.6484 -1.1162
77 H -4.4107 2.0369 -2.0966
78 H -4.6817 2.1455 -4.5488
79 H -3.0805 0.9118 -6.0136
80 H -1.3175 -0.4001 -5.0934
81 H -1.1362 -0.6400 -2.5163
82 C -2.6966 -2.1322 2.4409
83 C -3.6219 -2.3527 1.4316
84 C -4.9628 -2.5842 1.7117
85 C -5.3838 -2.6259 3.0401
86 C -4.4450 -2.5405 4.0609
87 C -3.1069 -2.2942 3.7621
88 H -1.6538 -1.9526 2.2160
89 H -3.3556 -2.3219 0.3808
90 H -5.6517 -2.7943 0.9048
91 H -6.4325 -2.7798 3.2620
92 H -4.7564 -2.5219 5.0981
93 H -2.4251 -2.1239 4.5869
94 C 5.9469 -4.2951 2.7194
95 C 6.4209 -3.0256 2.3711
96 C 5.5197 -2.0496 1.9878
97 C 4.1494 -2.3091 2.0313
98 C 3.6746 -3.5247 2.4857
99 C 4.5861 -4.5369 2.7935
100 H 6.6722 -5.0021 3.1036
101 H 7.4809 -2.8262 2.4573
102 H 5.8072 -1.0234 1.7922
103 H 3.4656 -1.5080 1.7793
104 H 2.6203 -3.7073 2.6465
105 H 4.2168 -5.5196 3.0600

Atoms 1-3, force components in eV/Å:
0.002 -0.177 -0.270
0.094 -0.839 0.519
-0.115 0.724 0.126

2.
The following is a DFT calculation (ωB97M-V with the def2-TZVPD basis set) of a structure of composition C35H50BeBrCl6CsFN7O7S2 at a distorted geometry.

- orbital gap (eV) = 3.0
- LUMO level (eV) = -3.2

Element x y z (Å)
1 C -0.4048 3.3639 2.4523
2 N -1.4893 2.4544 2.1169
3 C -2.7071 2.5842 2.9246
4 C -3.4117 3.9128 2.6037
5 C -4.9417 3.8497 2.7847
6 C -5.5793 4.6345 1.6575
7 O -5.1575 5.6625 1.2753
8 O -6.7045 4.0709 1.1306
9 C -1.3978 1.5599 1.1408
10 N -2.4439 0.7457 0.8702
11 C -2.4108 0.3785 -0.5466
12 C -2.6163 -1.1538 -0.5693
13 C -3.4667 -1.6770 0.5874
14 C -3.9707 -3.0923 0.3118
15 S -5.4388 -3.0883 -0.7797
16 C -3.4716 1.0635 -1.3990
17 C -4.0356 2.2679 -0.9823
18 C -5.0125 2.8473 -1.7823
19 C -5.3787 2.2018 -2.9553
20 C -4.7237 1.0219 -3.2785
21 N -3.7847 0.4452 -2.5295
22 C -0.9481 0.7705 -0.9814
23 S -0.8359 2.0909 -2.2301
24 N -0.4024 1.3000 0.2864
25 C 1.0372 1.0588 0.6482
26 C 1.7089 0.2000 -0.4031
27 C 3.0697 -0.3863 0.0620
28 N 4.1644 0.0435 -0.7970
29 C 4.8163 -1.0969 -1.4504
30 C 6.3162 -1.3609 -1.3626
31 C 7.2045 -1.2861 -0.2697
32 C 8.5574 -1.6783 -0.3717
33 C 9.0772 -2.1001 -1.5934
34 C 8.2205 -2.1323 -2.7044
35 C 6.8662 -1.7897 -2.5975
36 O 6.0436 -1.8659 -3.6753
37 H 0.0509 3.8335 1.5750
38 H 0.3858 2.7382 2.9145
39 H -0.7106 4.0882 3.2520
40 H -3.3486 1.7245 2.8107
41 H -2.3809 2.5993 3.9621
42 H -3.1360 4.1919 1.5930
43 H -2.9903 4.6899 3.2330
44 H -5.2022 4.2851 3.7392
45 H -5.2616 2.8178 2.6880
46 H -6.4421 3.2426 0.7075
47 H -3.3553 1.0345 1.1842
48 H -1.6649 -1.6792 -0.5185
49 H -3.0998 -1.4677 -1.4874
50 H -2.8219 -1.7649 1.4573
51 H -4.3375 -1.0587 0.7872
52 H -3.1661 -3.7052 -0.0751
53 H -4.3185 -3.4931 1.2550
54 H -4.8359 -3.2194 -1.9761
55 H -3.7358 2.7588 -0.0722
56 H -5.4818 3.7692 -1.4743
57 H -6.1478 2.6255 -3.5739
58 H -4.9820 0.5281 -4.2020
59 H -0.5468 -0.1499 -1.3701
60 H -0.5207 3.1072 -1.4245
61 H 1.5453 2.0198 0.6994
62 H 1.1211 0.6456 1.6485
63 H 1.8540 0.7046 -1.3488
64 H 1.0645 -0.6615 -0.5436
65 H 3.2592 -0.0516 1.0892
66 H 3.0057 -1.4656 0.1169
67 H 3.8348 0.6964 -1.4865
68 H 4.6478 -1.0195 -2.5110
69 H 4.3305 -2.0202 -1.1423
70 H 6.8433 -0.9643 0.6991
71 H 9.2067 -1.6352 0.4786
72 H 10.1073 -2.3967 -1.6843
73 H 8.6241 -2.4394 -3.6566
74 H 6.1525 -2.7084 -4.1382
75 N 3.6032 -2.8266 -5.4808
76 O 3.1713 -2.8639 -4.3033
77 O 4.7853 -3.1769 -5.7163
78 O 2.8715 -2.4447 -6.4053
79 Be -6.6604 -2.2490 1.5128
80 N -10.1029 -3.2605 1.5238
81 C -9.9233 -4.5673 1.7036
82 C -10.7998 -5.5359 1.2394
83 C -11.9294 -5.1240 0.5519
84 C -12.1336 -3.7678 0.3569
85 C -11.1930 -2.8823 0.8597
86 H -9.0277 -4.8463 2.2490
87 H -10.6007 -6.5841 1.4132
88 H -12.6393 -5.8482 0.1740
89 H -13.0020 -3.4027 -0.1736
90 H -11.3130 -1.8126 0.7265
91 C 2.9994 5.2817 0.6644
92 Cl 1.6545 4.5124 -0.2725
93 Cl 3.4667 4.2650 2.0146
94 Cl 4.3842 5.4627 -0.3518
95 Cl 2.4198 6.8593 1.2746
96 Br 7.0433 1.3413 0.2964
97 F 5.9078 4.7554 2.7325
98 C 7.6103 4.2985 -1.7831
99 O 6.9361 5.3978 -1.4646
100 H 7.0082 3.3667 -1.8858
101 H 8.1393 4.3482 -2.7693
102 H 8.4375 4.0213 -1.0866
103 Cs 0.5258 4.7280 4.5132
104 Cl 9.8205 -4.0971 0.5992
105 C 10.0198 -5.1893 1.9952
106 C 8.7307 -5.8846 2.3452
107 Cl 7.5159 -4.7526 2.9992
108 H 10.3957 -4.6044 2.8307
109 H 10.7728 -5.9286 1.7256
110 H 8.9135 -6.6332 3.1140
111 H 8.2971 -6.3764 1.4787

Atoms 1-3, force components in eV/Å:
-0.330 -1.538 -0.244
0.319 0.002 0.097
0.465 0.713 0.233

3.
The following is a DFT calculation (ωB97M-V with the def2-TZVPD basis set) of a structure of composition C16H16N4O5P2S.

- orbital gap (eV) = 7.8
- LUMO level (eV) = -1.0

Element x y z (Å)
1 N 0.1231 2.1446 0.7144
2 P 1.0112 1.0288 1.3691
3 C 1.2948 -0.4471 0.3615
4 C 0.1335 -1.2530 0.1007
5 O -1.0650 -0.7140 0.5563
6 C -1.7074 0.1180 -0.3515
7 O -1.3640 0.2044 -1.4965
8 C -2.8950 0.7740 0.2402
9 C -2.9698 1.1136 1.5843
10 C -4.0963 1.7575 2.0563
11 C -5.1438 2.0606 1.2017
12 C -5.0757 1.7066 -0.1360
13 C -3.9466 1.0691 -0.6157
14 C 0.1610 -2.4517 -0.5349
15 P -1.2469 -3.6365 -0.7856
16 N -1.9647 -2.9439 -2.1856
17 O -2.2902 -3.1991 0.3944
18 C 1.4391 -2.8263 -1.0260
19 N 1.6929 -3.9365 -1.7308
20 S 3.2459 -3.8941 -2.0956
21 N 3.6924 -2.5261 -1.4110
22 C 2.5977 -2.0113 -0.8410
23 C 2.5253 -0.7930 -0.1079
24 C 3.7896 0.0085 0.0475
25 C 3.7300 1.3765 -0.6623
26 C 4.6753 2.4115 -0.0910
27 O 5.4825 3.0045 -0.7508
28 O 4.5031 2.7249 1.2371
29 H 0.6156 3.0290 0.6771
30 H 2.2837 1.4368 1.7906
31 H 0.4631 0.4589 2.5326
32 H -2.1436 0.8867 2.2398
33 H -4.1587 2.0379 3.0980
34 H -6.0169 2.5770 1.5743
35 H -5.8883 1.9349 -0.8106
36 H -3.8684 0.8018 -1.6603
37 H -2.9113 -2.6193 -2.0245
38 H -2.0200 -3.6697 -2.8904
39 H -2.6254 -2.3002 0.3002
40 H 4.5944 -0.5561 -0.4155
41 H 4.0409 0.1115 1.1044
42 H 4.0180 1.2641 -1.7036
43 H 2.7226 1.7980 -0.6412
44 H 4.5625 1.9379 1.7880

Atoms 1-3, force components in eV/Å:
0.378 -0.243 0.198
-0.576 0.516 -0.200
-0.190 0.056 0.245

4.
The following is a DFT calculation (ωB97M-V with the def2-TZVPD basis set) of a cluster of 2 separate species, C10H12N2OS in total at a distorted geometry.

- orbital gap (spin up / spin down) (eV) = 7.2 / 7.2
- energy relative to the best compared isomer or geometry (same formula, charge and spin) (kJ/mol) = 447.59
- LUMO level (spin up / spin down) (eV) = -0.6 / -0.3

Element x y z (Å)
1 C 0.3978 -0.9614 2.8051
2 C 1.4916 2.3494 -1.5067
3 C 1.0854 -1.9521 2.1468
4 C 2.5332 1.5541 -1.8345
5 C -0.2906 -0.1753 1.8158
6 C -0.1099 -0.8251 0.6789
7 C 0.3089 0.4430 -1.6471
8 C -1.1377 1.0676 2.0683
9 C -2.2399 -0.1088 -1.5102
10 C -0.7817 -0.4253 -1.5958
11 N 0.2773 1.7636 -1.3295
12 N 0.7312 -1.8782 0.8210
13 O -0.6088 -1.6901 -2.1343
14 S 1.9528 -0.1083 -2.0366
15 H 0.2364 -0.5385 3.7891
16 H 1.5627 3.3305 -0.9993
17 H 1.7937 -2.7799 2.3664
18 H 3.5956 1.7654 -2.0900
19 H -0.7249 1.7716 2.6448
20 H -1.4920 1.6120 1.1904
21 H -1.8914 0.5550 2.6732
22 H -2.3974 0.9955 -1.5843
23 H -2.7869 -0.4945 -0.4866
24 H -2.8296 -0.6119 -2.4170
25 H 1.1426 -2.5271 0.0514
26 H 0.1818 -2.1311 -1.8794

Atoms 1-3, force components in eV/Å:
-0.244 1.311 -0.147
-0.123 0.545 2.040
0.667 -1.298 0.365

5.
The following is a DFT calculation (ωB97M-V with the def2-TZVPD basis set) of a cluster of 2 separate species, C5H14 in total at a distorted geometry.

- SMILES = CCC.CC
- orbital gap (eV) = 12.2
- energy relative to the best compared isomer or geometry (same formula, charge and spin) (kJ/mol) = 53.31
- LUMO level (eV) = 1.0

Element x y z (Å)
1 C -0.7376 -1.5321 2.2866
2 C -1.0656 -0.8827 0.9589
3 C -2.5850 -0.8983 0.7524
4 H -1.2775 -2.4677 2.4570
5 H 0.3271 -1.7266 2.4495
6 H -0.9027 -0.8785 3.1738
7 H -0.6158 0.0754 0.6851
8 H -0.6310 -1.5270 0.1778
9 H -3.1570 -0.1943 1.3647
10 H -2.8344 -0.6229 -0.2718
11 H -2.9693 -1.8986 0.9467
12 C 2.4700 1.0125 -2.2645
13 C 1.6971 2.0850 -1.4781
14 H 2.4475 1.3184 -3.3068
15 H 3.5481 1.0560 -2.0343
16 H 1.9659 0.0520 -2.1056
17 H 2.0576 3.0916 -1.2341
18 H 0.7778 2.2919 -2.0471
19 H 1.4849 1.6458 -0.5099

Atoms 1-3, force components in eV/Å:
1.049 0.989 1.607
-0.435 -1.004 -0.827
-0.021 0.486 -0.427